# 1
DFT (the ωB97M-V functional and the def2-TZVPD basis) results for a molecular structure, C17H27Cl3Ge2IrO2Si.

* HOMO-LUMO gap (spin up / spin down): 4.98 / 5.16 eV
* E_HOMO (spin up / spin down): -14.416 / -14.418 eV
* charge: +2
* relative energy (zero: lowest compared OMol25 entry of this formula, charge and spin): 0.7882 eV
* multiplicity: 2
* ⟨S²⟩: 0.7564

Positions of all 53 atoms, in Å:
Ir -0.2168 -1.9767 -1.6587
C -1.6929 -2.4429 3.3065
C -1.5086 -3.0523 1.9039
Ge 0.0058 -2.2014 1.0088
C 1.6858 -3.0618 1.4905
C 1.9001 -2.8992 3.0042
C 0.0406 -0.2769 1.2053
C 0.1162 0.7715 0.3887
Ge 0.1774 0.6001 -1.5794
C -1.5408 0.9081 -2.5360
C -1.7432 2.4323 -2.5792
C 1.7960 0.8897 -2.6379
C 2.1391 2.3382 -3.0193
C 0.0342 2.1910 0.8382
C -0.3526 2.5386 2.1348
C -0.4048 3.8687 2.5087
C -0.0926 4.8756 1.5986
C 0.2811 4.5442 0.3020
C 0.3444 3.2076 -0.0604
H -2.5574 -2.9049 3.7828
H -1.8903 -1.3714 3.2513
H -0.8386 -2.5997 3.9606
H -2.4521 -2.9302 1.3797
H -1.3131 -4.1239 1.9586
H 2.5162 -2.6018 0.9590
H 1.6562 -4.1230 1.2394
H 1.9413 -1.8507 3.3035
H 2.8547 -3.3501 3.2746
H 1.1341 -3.4034 3.5895
H -0.0358 -0.0379 2.2706
H -2.3791 0.4274 -2.0409
H -1.4449 0.4834 -3.5327
H -1.9033 2.8580 -1.5909
H -2.6424 2.5966 -3.1753
H -0.9212 2.9564 -3.0636
H 1.6654 0.3023 -3.5512
H 2.6198 0.4453 -2.0821
H 1.3246 2.8417 -3.5394
H 2.9928 2.3228 -3.6953
H 2.4228 2.9300 -2.1511
H -0.6258 1.7885 2.8650
H -0.6999 4.1249 3.5171
H -0.1421 5.9121 1.9033
H 0.5329 5.3144 -0.4142
H 0.6728 2.9747 -1.0711
O 0.9585 -3.5088 -2.0510
C 2.0603 -2.9174 -1.7272
O 1.9403 -1.7622 -1.2336
H 3.0134 -3.4170 -1.8990
Cl -3.6024 -1.3466 -0.2871
Si -2.5103 -2.6148 -1.3731
Cl -2.4690 -2.1234 -3.3610
Cl -2.8466 -4.5455 -1.0344


# 2
DFT (the ωB97M-V functional and the def2-TZVPD basis) results for 2 unconnected molecules or ions with the total composition C8H13BrF2.

* HOMO-LUMO gap (spin up / spin down): 8.85 / 8.08 eV
* E_HOMO (spin up / spin down): -8.807 / -8.585 eV
* relative energy (zero: lowest compared OMol25 entry of this formula, charge and spin): 0.0000 eV

Positions of all 24 atoms, in Å:
C -4.5408 0.8690 2.2232
C -4.5737 0.3378 0.9740
C 2.8812 -1.2434 -0.8682
C 2.5125 0.1801 -0.4805
C 1.1798 0.3572 0.1075
C -0.0357 -0.0831 -0.8170
C -1.3736 0.2869 -0.0792
C -2.5622 -0.4939 -0.3671
F -2.4944 -1.8136 -0.1257
F -3.2546 -0.2517 -1.5450
Br -6.1415 -0.0607 0.0440
H -5.4634 1.0404 2.7323
H -3.5370 1.0348 2.6052
H 3.1281 -1.8663 -0.0101
H 2.0626 -1.5264 -1.4076
H 3.7510 -1.1356 -1.5543
H 2.5440 0.8448 -1.4254
H 3.3830 0.7095 0.1352
H 1.1690 1.4567 0.2113
H 1.0865 -0.1570 1.1442
H -0.1026 -1.1510 -1.2186
H 0.0628 0.4707 -1.7456
H -1.5900 1.3659 -0.4608
H -0.9769 0.3927 0.9336


# 3
DFT (the ωB97M-V functional and the def2-TZVPD basis) results for a molecular structure, C3H5ClI2.

* HOMO-LUMO gap: 8.95 eV
* E_HOMO: -9.371 eV
* relative energy (zero: lowest compared OMol25 entry of this formula, charge and spin): 0.2647 eV

Positions of all 11 atoms, in Å:
C -0.9632 0.8268 0.5696
C -0.4377 -0.4675 0.0759
C 1.1943 -0.3483 -0.3751
Cl 2.2068 0.0526 0.9766
I 1.3713 0.8690 -2.1033
I 1.6433 -2.4401 -0.8998
H -0.7766 1.3396 -0.3968
H -2.0459 0.9145 0.7837
H -0.6759 1.2644 1.4688
H -0.4727 -1.3006 0.7622
H -1.0436 -0.7105 -0.8620


# 4
DFT (the ωB97M-V functional and the def2-TZVPD basis) results for a gas-phase ion, C12H30N2OP (charge +1).

* HOMO-LUMO gap: 10.71 eV
* E_HOMO: -13.403 eV
* charge: +1
* SMILES string: CCCCCC[N@@+](C)(CCC(C)C)P(N)O

Positions of all 46 atoms, in Å:
C 4.3834 -0.0169 0.9732
C 3.1689 -0.6712 0.3279
C 2.8256 -0.0496 -1.0321
C 1.9825 1.2344 -0.9221
C 0.6204 1.1432 -1.6308
C -0.5062 1.9770 -1.0318
N -1.3385 1.3650 0.0798
C -2.5538 2.2221 0.1846
C -1.7913 -0.0408 -0.2780
C -0.8915 -1.1611 0.2392
C -1.0980 -2.5335 -0.4616
C -2.3873 -2.6483 -1.2729
C -1.0549 -3.6384 0.5925
P -0.3375 1.3781 1.7576
N -0.3920 2.9630 2.2392
O -1.5313 0.8109 2.6995
H 4.6209 -0.4634 1.9376
H 4.2169 1.0515 1.1294
H 5.2547 -0.1194 0.3252
H 2.3066 -0.5544 0.9937
H 3.3513 -1.7391 0.1986
H 2.3067 -0.7898 -1.6477
H 3.7586 0.1699 -1.5536
H 2.5288 2.0631 -1.3750
H 1.8571 1.4996 0.1301
H 0.3198 0.1015 -1.7358
H 0.7376 1.5063 -2.6529
H -0.0974 2.9058 -0.6247
H -1.2210 2.2620 -1.8038
H -3.1505 1.9405 1.0480
H -2.2576 3.2653 0.2507
H -3.1504 2.0834 -0.7155
H -2.8132 -0.1459 0.0854
H -1.8391 -0.0654 -1.3653
H 0.1502 -0.8670 0.1084
H -1.0300 -1.2991 1.3139
H -0.2501 -2.6915 -1.1329
H -2.5153 -3.6719 -1.6210
H -2.3903 -2.0115 -2.1585
H -3.2605 -2.3826 -0.6720
H -1.9785 -3.6466 1.1762
H -0.9450 -4.6180 0.1289
H -0.2209 -3.5059 1.2830
H 0.2098 3.6142 1.7499
H -1.2943 3.3709 2.4556
H -2.3033 0.4037 2.2795


# 5
DFT (the ωB97M-V functional and the def2-TZVPD basis) results for a molecular structure, C25H14Cl64O4Si.

* HOMO-LUMO gap: 9.39 eV
* E_HOMO: -10.023 eV

Positions of all 108 atoms, in Å:
C -0.8990 7.2349 0.8702
Si -1.4346 5.8525 2.0933
C -3.2570 6.1924 2.5511
C -0.4262 6.1779 3.7036
O -1.0646 4.2787 1.5231
C -2.0913 3.6493 0.7296
C -1.8775 3.8850 -0.8803
C -0.3149 3.8154 -0.9664
C 0.3618 2.5763 -0.9703
C 1.7998 3.1145 -0.6747
O 2.4472 2.4262 0.1079
O 2.1033 4.4780 -0.8535
C 0.7689 4.9263 -1.1338
O 0.5927 5.9737 -1.7305
H -1.5814 8.1470 1.0249
H -1.1131 6.8998 -0.1871
H 0.1543 7.6081 1.0380
H -3.4266 7.2975 2.7505
H -3.8934 5.8754 1.6523
H -3.5788 5.5267 3.4176
H 0.6817 6.0282 3.4830
H -0.7113 5.3396 4.4238
H -0.6535 7.1872 4.1587
H -1.9104 2.5266 0.8533
H -3.1441 3.8575 1.0682
H -2.4130 3.0324 -1.3746
H -2.3086 4.8967 -1.1222
H 0.0330 1.5031 -0.9792
C -0.0966 10.0138 6.2894
Cl -1.4357 9.3296 5.3459
Cl -0.0828 9.2888 7.9099
Cl 1.4377 9.6605 5.4698
Cl -0.3059 11.7712 6.4284
C -6.3464 3.1134 3.6762
Cl -7.3172 1.7326 4.2250
Cl -5.7721 2.8201 2.0217
Cl -7.3449 4.5811 3.7044
Cl -4.9548 3.3180 4.7608
C -1.2331 -1.7535 -1.6758
Cl -1.4787 -1.7638 -3.4309
Cl -0.6550 -0.1448 -1.1727
Cl -2.7681 -2.1201 -0.8621
Cl -0.0240 -2.9755 -1.2476
C -1.5367 2.3612 6.5913
Cl -2.4752 0.9317 7.0698
Cl -0.9512 2.1735 4.9264
Cl -2.5654 3.8083 6.6857
Cl -0.1474 2.5507 7.6779
C 4.6453 8.2438 3.1230
Cl 4.3084 8.8054 4.7741
Cl 5.9010 6.9906 3.1695
Cl 3.1633 7.5714 2.4140
Cl 5.2068 9.6089 2.1374
C -1.6189 -4.0159 -7.0818
Cl -3.1814 -4.8192 -7.3343
Cl -1.8935 -2.3171 -6.6428
Cl -0.7353 -4.8401 -5.7785
Cl -0.6674 -4.0893 -8.5790
C 2.5722 -7.1071 -6.9921
Cl 3.0775 -5.7941 -8.0747
Cl 2.9251 -6.6573 -5.3099
Cl 0.8296 -7.3903 -7.1810
Cl 3.4610 -8.5887 -7.4033
C 0.2674 -1.1376 2.7258
Cl 0.7530 0.1101 1.5605
Cl 0.6873 -0.5576 4.3494
Cl -1.4844 -1.4111 2.6219
Cl 1.1258 -2.6537 2.3834
C 1.6845 6.3345 8.1775
Cl 1.3559 7.1977 9.6941
Cl 3.0566 5.2315 8.4097
Cl 0.2510 5.4009 7.7046
Cl 2.0761 7.5064 6.9021
C -0.6512 -6.7440 -2.0897
Cl -1.6087 -8.2231 -1.8857
Cl 0.0075 -6.6985 -3.7402
Cl -1.6812 -5.3242 -1.8142
Cl 0.6843 -6.7348 -0.9192
C -4.0779 -8.7622 1.6223
Cl -3.5829 -7.4317 0.5589
Cl -3.7167 -8.3388 3.3065
Cl -5.8213 -9.0465 1.4438
Cl -3.1896 -10.2343 1.1786
C 6.3556 -8.1495 -10.8206
Cl 7.9451 -8.6091 -10.1764
Cl 6.3767 -6.4351 -11.2847
Cl 5.9842 -9.1425 -12.2451
Cl 5.1166 -8.4081 -9.5743
C 8.0568 -7.8441 -15.9726
Cl 7.6385 -7.2125 -14.3679
Cl 9.4113 -8.9824 -15.8257
Cl 6.6519 -8.6821 -16.6625
Cl 8.5252 -6.5009 -17.0351
C -4.4015 -5.3753 9.1392
Cl -4.1655 -3.8966 8.1875
Cl -2.8304 -6.1467 9.4375
Cl -5.1635 -4.9651 10.6890
Cl -5.4499 -6.4934 8.2441
C 8.7234 -5.5694 -7.7997
Cl 9.2329 -4.9888 -9.3980
Cl 9.4656 -7.1499 -7.4803
Cl 9.2399 -4.4116 -6.5572
Cl 6.9554 -5.7281 -7.7619
C -6.9172 -1.6824 6.1711
Cl -6.8242 -3.4298 6.4597
Cl -5.3599 -0.9319 6.5769
Cl -7.2934 -1.3655 4.4649
Cl -8.1925 -0.9864 7.1908


# 6
DFT (the ωB97M-V functional and the def2-TZVPD basis) results for C4H3N3 in the gas phase.

* HOMO-LUMO gap (spin up / spin down): 9.23 / 7.78 eV
* E_HOMO (spin up / spin down): -10.806 / -10.250 eV
* relative energy (zero: lowest compared OMol25 entry of this formula, charge and spin): 4.3526 eV

Positions of all 10 atoms, in Å:
C -1.1355 1.9207 0.1506
C 2.2897 1.0566 -0.0810
C -0.2011 -0.3335 -0.3511
C -0.0159 1.0300 0.3298
N -2.0730 2.5836 -0.0139
N 3.3964 0.8133 0.1711
N 1.1333 1.4146 -0.5443
H 0.3955 -1.0116 0.0322
H -0.6697 -0.5776 -1.2293
H 0.3336 0.9257 1.3219


# 7
DFT (the ωB97M-V functional and the def2-TZVPD basis) results for 3 unconnected molecules or ions with the total composition C2H12N2O2.

* HOMO-LUMO gap (spin up / spin down): 3.44 / 9.37 eV
* E_HOMO (spin up / spin down): 0.643 / -5.627 eV
* charge: -1
* relative energy (zero: lowest compared OMol25 entry of this formula, charge and spin): 0.0000 eV
* multiplicity: 2
* ⟨S²⟩: 0.7506

Positions of all 18 atoms, in Å:
C 1.4627 -0.1824 1.5099
N 1.6122 -0.5532 0.1004
C 0.3537 -1.0600 -0.4435
N -0.7335 -0.1186 -0.6527
H 2.4276 -0.0638 1.9932
H 0.9728 -1.0503 1.9885
H 0.8035 0.6730 1.6901
H 1.8676 0.2607 -0.4448
H 0.5206 -1.5880 -1.3847
H 0.0220 -1.7868 0.2965
H -0.5026 0.6387 -1.2889
H -0.9551 0.3362 0.2361
H -3.5635 -1.2578 -1.2440
H -2.1568 -1.3403 -1.7631
O -3.0109 -1.7997 -1.8147
H 0.7787 3.0976 1.0137
H -0.2160 3.2399 -0.1262
O 0.3170 2.5548 0.3343


# 8
DFT (the ωB97M-V functional and the def2-TZVPD basis) results for a molecular structure, C2H6N4O.

* HOMO-LUMO gap: 8.14 eV
* E_HOMO: -8.990 eV
* relative energy (zero: lowest compared OMol25 entry of this formula, charge and spin): 7.0745 eV

Positions of all 13 atoms, in Å:
C 0.2964 0.6218 1.1399
C 0.8669 0.3118 -0.0754
H -2.0107 -1.5197 0.7479
H -1.7827 -0.1013 -0.4698
H -1.2506 0.5836 2.4615
H 1.6669 1.0394 -0.1137
H 0.8076 -1.3604 -2.7180
H 2.0798 -0.1991 -2.1325
N -2.0739 -0.2363 0.7343
N -1.1375 0.6957 1.3833
N 0.6146 -0.6691 -0.9099
N 1.1754 -0.4553 -2.2350
O 0.7479 1.2889 2.1874


What did the sixth record say?
DFT (the ωB97M-V functional and the def2-TZVPD basis) results for C4H3N3 in the gas phase.

* HOMO-LUMO gap (spin up / spin down): 9.23 / 7.78 eV
* E_HOMO (spin up / spin down): -10.806 / -10.250 eV
* relative energy (zero: lowest compared OMol25 entry of this formula, charge and spin): 4.3526 eV

Positions of all 10 atoms, in Å:
C -1.1355 1.9207 0.1506
C 2.2897 1.0566 -0.0810
C -0.2011 -0.3335 -0.3511
C -0.0159 1.0300 0.3298
N -2.0730 2.5836 -0.0139
N 3.3964 0.8133 0.1711
N 1.1333 1.4146 -0.5443
H 0.3955 -1.0116 0.0322
H -0.6697 -0.5776 -1.2293
H 0.3336 0.9257 1.3219